110
Properties=species:S:1:pos:R:3:forces:R:3:mulliken_charge:R:1 method="wB97M-V/def2-TZVPD" orbital_gap_ev=7.01 relative_energy_ev=5.8365 charge=+1 molar_mass_g_mol=947.68
Ga -0.118 0.129 0.199 -0.05 -0.15 -0.05 -1.433
S -4.278 4.838 2.468 -0.09 0.10 -0.08 0.051
N -3.710 3.451 3.321 0.11 0.03 -0.16 -0.463
C -3.448 2.327 3.100 -0.10 -0.19 0.41 0.015
C -3.037 1.037 2.865 0.06 0.02 -0.20 -0.196
C -3.423 -0.110 3.550 -0.08 0.03 -0.02 -0.506
C -2.955 -1.354 3.158 -0.03 -0.02 -0.03 -2.069
C -2.009 -1.415 2.131 0.00 0.00 -0.02 0.502
N -1.681 -0.386 1.378 -0.01 0.03 -0.04 0.635
C -2.385 0.866 1.529 0.01 0.02 -0.12 1.082
C -1.996 1.920 -0.291 -0.02 0.01 -0.07 1.068
N -1.072 1.225 -1.088 0.10 0.07 -0.01 1.097
C -0.532 1.891 -2.160 -0.05 -0.06 0.00 0.084
C -0.867 3.157 -2.519 -0.08 0.01 0.00 -1.749
C -1.796 3.897 -1.716 0.04 0.00 -0.05 -0.397
C -2.346 3.291 -0.648 -0.04 0.07 0.04 -0.569
C -3.319 3.643 0.382 -0.06 -0.20 0.00 0.259
N -3.506 4.741 0.998 0.08 0.11 0.01 -0.628
H -4.039 -0.018 4.436 0.01 0.00 0.00 0.640
H -3.200 -2.243 3.717 0.01 0.00 -0.01 0.504
H -1.460 -2.334 1.945 0.00 0.00 0.01 0.481
H 0.192 1.318 -2.730 0.01 0.00 0.02 0.527
H -0.423 3.598 -3.397 0.00 0.01 0.01 0.464
H -2.063 4.914 -1.977 0.01 0.00 -0.01 0.527
C 0.048 -0.140 4.290 -0.04 0.07 -0.01 -1.288
C 0.744 1.187 4.572 0.06 -0.02 -0.01 -0.028
C 2.089 0.956 5.282 -0.02 -0.02 -0.01 -1.516
C 0.894 2.216 3.449 -0.01 -0.02 0.00 1.289
C 0.718 3.541 3.860 -0.03 0.00 -0.01 -0.812
C 0.904 4.609 3.009 -0.01 -0.02 0.00 -1.617
C 1.351 4.382 1.717 0.00 0.00 -0.01 -0.304
C 1.556 3.091 1.258 0.04 0.02 -0.03 0.065
C 2.255 2.848 -0.068 0.01 0.03 0.04 3.580
C 3.733 2.558 0.234 -0.01 -0.01 -0.03 -1.501
C 2.156 4.016 -1.045 0.01 0.03 0.01 -2.304
C 1.262 2.019 2.113 -0.07 -0.05 0.02 -1.326
N 1.262 0.702 1.512 0.03 0.00 0.07 1.371
C 2.133 -0.174 1.887 0.01 -0.02 0.00 -0.561
C 2.250 -1.531 1.433 0.01 0.06 -0.01 0.600
C 3.073 -2.368 2.217 0.00 0.01 0.02 -0.890
C 3.310 -3.671 1.872 -0.01 -0.01 -0.03 -1.019
C 2.737 -4.161 0.691 0.03 -0.01 0.02 -0.776
C 1.961 -3.361 -0.113 0.00 0.04 -0.03 -0.761
C 1.676 -2.025 0.233 0.00 -0.03 -0.02 1.250
N 0.902 -1.231 -0.594 -0.01 -0.03 0.08 1.556
C 1.014 -1.529 -2.000 0.02 0.02 0.02 -0.320
C -0.043 -2.096 -2.720 -0.04 -0.04 -0.02 1.111
C 0.204 -2.560 -4.010 -0.01 0.00 0.00 -0.746
C 1.452 -2.449 -4.590 0.02 0.03 0.01 -1.561
C 2.462 -1.800 -3.902 -0.01 0.00 -0.02 -0.810
C 2.260 -1.309 -2.618 0.02 0.02 -0.01 0.576
C 3.386 -0.522 -1.966 0.00 -0.01 0.00 2.477
C 4.611 -1.391 -1.666 0.00 0.01 0.01 -1.680
C 3.780 0.657 -2.862 0.00 -0.01 0.04 -1.383
C -1.447 -2.235 -2.167 0.05 0.00 0.02 2.683
C -1.794 -3.697 -1.878 0.00 0.00 -0.01 -1.608
C -2.455 -1.596 -3.126 0.00 0.00 0.01 -1.506
H -0.173 -0.628 5.241 -0.01 0.00 0.00 0.633
H 0.646 -0.843 3.712 0.04 -0.01 -0.03 -0.068
H -0.895 0.021 3.774 0.17 0.03 0.08 0.580
H 0.101 1.692 5.297 0.02 0.03 0.01 0.774
H 2.691 0.204 4.768 0.01 0.04 -0.02 0.265
H 1.921 0.589 6.296 0.00 -0.03 -0.01 0.466
H 2.674 1.873 5.347 -0.02 0.01 0.02 0.334
H 0.414 3.725 4.884 0.01 0.00 0.00 0.481
H 0.728 5.619 3.356 0.01 0.00 0.00 0.470
H 1.555 5.223 1.069 0.00 0.00 0.00 0.440
H 1.825 1.965 -0.556 0.02 0.00 -0.01 -1.687
H 4.144 3.364 0.845 0.01 -0.01 -0.01 0.385
H 4.314 2.502 -0.685 0.00 -0.02 -0.03 0.425
H 3.871 1.622 0.780 -0.02 -0.02 0.02 0.131
H 2.760 4.861 -0.709 0.00 0.00 0.00 0.503
H 1.129 4.354 -1.175 0.03 0.00 0.01 0.501
H 2.542 3.714 -2.020 -0.01 0.00 0.00 0.333
H 2.847 0.139 2.647 0.01 -0.01 0.01 0.695
H 3.517 -1.954 3.116 0.00 0.00 -0.01 0.456
H 3.932 -4.304 2.489 0.00 0.00 0.00 0.454
H 2.912 -5.188 0.397 0.00 0.00 0.00 0.419
H 1.551 -3.757 -1.033 0.00 0.00 0.00 0.515
H -0.597 -3.032 -4.566 0.01 0.00 0.01 0.402
H 1.630 -2.839 -5.583 0.00 0.00 0.01 0.390
H 3.427 -1.669 -4.374 0.00 0.00 0.00 0.401
H 3.022 -0.113 -1.020 -0.03 -0.01 0.00 -1.514
H 5.070 -1.744 -2.592 -0.02 -0.01 0.00 0.370
H 4.351 -2.262 -1.066 -0.01 -0.02 0.02 0.265
H 5.362 -0.812 -1.124 0.00 0.00 -0.01 0.439
H 4.090 0.315 -3.849 0.01 0.01 -0.01 0.392
H 4.620 1.203 -2.433 0.00 0.02 0.03 0.411
H 2.947 1.351 -2.999 0.00 0.01 0.00 0.208
H -1.490 -1.696 -1.218 -0.06 0.01 0.02 -1.737
H -1.777 -4.289 -2.795 0.00 0.00 0.00 0.386
H -2.796 -3.779 -1.450 0.00 0.00 0.00 0.312
H -1.085 -4.143 -1.178 0.00 0.00 0.00 0.384
H -2.379 -2.031 -4.122 -0.02 0.01 0.01 0.442
H -2.283 -0.521 -3.215 0.01 0.00 -0.01 0.231
H -3.476 -1.749 -2.783 -0.04 0.00 0.05 0.372
Br -7.835 -2.197 -1.959 -0.01 -0.01 -0.01 -0.168
C -6.422 -1.141 -1.295 0.01 0.00 0.00 -0.090
C -6.520 0.240 -1.327 0.02 0.01 0.00 -0.925
C -5.485 1.006 -0.818 0.04 0.01 -0.07 -0.903
C -4.335 0.413 -0.292 0.02 0.03 -0.08 0.399
C -4.250 -0.976 -0.300 0.01 -0.01 0.04 0.831
C -5.292 -1.753 -0.783 0.03 -0.01 -0.04 -1.076
C -3.287 1.288 0.325 0.05 -0.12 0.10 1.087
O -3.934 2.490 0.790 -0.03 0.05 0.07 -0.631
O -1.425 1.862 1.136 -0.04 0.07 0.05 -0.783
H -7.402 0.715 -1.733 0.00 0.00 0.00 0.452
H -5.587 2.082 -0.823 0.00 0.00 0.01 0.436
H -3.371 -1.478 0.066 -0.01 0.00 0.00 0.079
H -5.219 -2.832 -0.771 0.00 0.00 0.00 0.464

119
Properties=species:S:1:pos:R:3:forces:R:3:mulliken_charge:R:1 method="wB97M-V/def2-TZVPD" orbital_gap_ev="5.08 / 7.12" s2=0.770 charge=-2 molar_mass_g_mol=1176.78 multiplicity=2
Sr -1.324 0.400 -0.708 6.71 -4.51 -2.37 1.646
C -2.753 0.215 -5.054 0.08 0.11 0.01 -1.505
C -3.236 -0.579 -3.900 -0.13 -0.01 -0.27 -0.045
N -2.667 -0.720 -2.723 0.27 0.26 -0.12 0.732
C -3.449 -1.571 -2.005 -0.80 -0.51 -0.39 -0.153
C -4.519 -1.976 -2.779 0.40 0.18 0.28 0.087
N -4.354 -1.327 -3.975 -0.01 -0.12 0.28 -0.001
C -5.622 -2.940 -2.627 -0.24 -0.24 0.04 0.527
O -5.723 -3.560 -1.482 0.21 0.14 0.29 -0.629
O -6.370 -3.144 -3.572 0.01 0.06 0.02 -0.718
C -3.116 -1.943 -0.599 -0.81 -1.02 0.10 0.453
O -3.953 -2.645 0.026 -0.27 -0.17 -0.07 -0.989
O -2.039 -1.548 -0.139 -0.64 -2.28 0.81 0.443
H -2.318 1.145 -4.706 0.00 0.15 0.09 0.128
H -3.585 0.442 -5.717 -0.04 0.02 -0.07 0.499
H -1.997 -0.340 -5.612 0.02 -0.05 -0.02 0.282
H -5.021 -1.388 -4.728 0.08 -0.05 0.01 0.279
H -4.991 -3.210 -0.785 -0.18 0.07 -0.34 0.388
C 1.638 2.412 3.590 -0.24 -0.13 -0.25 -1.674
C 0.634 2.714 2.469 0.03 0.06 0.10 2.368
C -0.469 3.650 2.970 0.05 -0.15 -0.19 -1.844
C 1.355 3.285 1.268 -0.07 -0.24 -0.12 0.677
C 1.748 4.615 1.267 0.11 0.04 0.00 -0.540
C 2.427 5.164 0.194 0.01 0.09 0.03 -1.503
C 2.689 4.377 -0.911 0.04 0.04 0.02 -0.795
C 2.317 3.043 -0.949 -0.20 -0.19 0.12 0.775
C 2.583 2.238 -2.199 0.05 0.00 -0.15 3.103
C 1.943 2.903 -3.419 -0.01 -0.11 0.18 -1.856
C 4.081 2.010 -2.423 -0.27 -0.15 0.10 -1.701
C 1.667 2.469 0.163 0.35 0.67 0.02 0.001
N 1.315 1.121 0.151 -0.78 -0.26 -0.16 2.235
C 2.229 0.215 0.391 -0.37 -0.30 -0.08 -0.529
C 1.983 -1.213 0.316 -0.20 0.21 -0.33 -1.434
N 0.863 -1.748 -0.111 -0.32 0.78 -0.14 1.467
C 0.600 -3.076 0.171 0.08 -0.76 0.33 -0.084
C 0.347 -3.456 1.513 -0.01 0.17 -0.28 0.738
C 0.010 -4.766 1.807 0.07 -0.09 0.01 -0.486
C -0.056 -5.736 0.823 -0.05 -0.07 0.01 -1.528
C 0.224 -5.375 -0.480 0.00 -0.08 0.11 -1.117
C 0.560 -4.073 -0.824 0.04 -0.02 -0.12 0.846
C 0.841 -3.825 -2.292 -0.05 0.14 -0.12 0.289
C 2.075 -2.967 -2.560 -0.15 -0.15 0.00 -1.316
C -0.404 -3.223 -2.942 0.20 -0.04 0.17 -0.822
C 0.387 -2.445 2.636 -0.07 -0.01 0.18 1.854
C -1.020 -2.263 3.207 0.16 0.14 -0.15 -1.599
C 1.404 -2.851 3.711 -0.08 0.19 -0.24 -1.820
C 3.213 -1.895 0.708 0.62 -0.44 0.16 -0.048
C 3.620 -3.213 0.804 -0.54 0.52 -0.17 0.632
C 4.945 -3.487 1.175 0.68 0.06 0.20 -1.041
C 5.866 -2.502 1.456 -0.04 -0.30 0.00 -1.130
C 5.486 -1.141 1.368 -0.43 0.11 -0.11 1.427
C 6.288 -0.003 1.622 0.07 0.30 0.04 -1.288
C 5.746 1.257 1.503 0.65 -0.31 0.21 -0.880
C 4.417 1.486 1.116 -0.71 -0.29 -0.20 0.544
C 3.610 0.402 0.827 0.82 0.20 0.31 0.207
C 4.169 -0.890 0.988 0.24 -0.08 0.08 -1.383
H 1.119 2.028 4.467 -0.04 -0.10 0.15 0.486
H 2.180 3.312 3.882 0.04 0.10 -0.02 0.274
H 2.355 1.669 3.251 0.18 -0.12 0.05 0.321
H 0.172 1.772 2.153 0.06 0.13 0.07 -1.074
H -0.062 4.518 3.489 0.10 0.08 0.10 0.433
H -1.123 3.123 3.662 -0.08 -0.05 0.12 0.411
H -1.066 4.006 2.137 -0.21 0.02 -0.11 0.306
H 1.531 5.237 2.123 -0.08 0.04 0.10 0.275
H 2.721 6.206 0.208 0.01 0.03 0.00 0.329
H 3.184 4.816 -1.765 0.06 0.02 -0.12 0.292
H 2.108 1.257 -2.067 0.32 0.31 0.08 -2.328
H 2.430 3.846 -3.659 0.10 0.11 -0.03 0.367
H 0.892 3.107 -3.230 -0.16 0.02 -0.06 0.343
H 2.024 2.247 -4.287 -0.01 -0.01 -0.12 0.449
H 4.610 2.955 -2.538 0.04 0.13 -0.03 0.292
H 4.234 1.414 -3.321 0.09 -0.07 -0.13 0.481
H 4.506 1.480 -1.575 0.15 -0.06 0.03 0.279
H -0.203 -5.041 2.830 -0.03 0.01 0.13 0.317
H -0.333 -6.754 1.063 0.00 -0.04 0.04 0.334
H 0.186 -6.127 -1.260 0.01 -0.02 -0.07 0.359
H 1.023 -4.811 -2.745 -0.05 0.12 0.09 0.629
H 1.901 -1.946 -2.237 0.13 0.03 0.00 -0.158
H 2.302 -2.966 -3.626 0.04 0.00 -0.13 0.530
H 2.930 -3.371 -2.023 0.20 0.06 0.05 0.396
H -0.656 -2.297 -2.425 -0.09 -0.03 -0.11 -0.466
H -1.242 -3.910 -2.847 -0.17 0.02 -0.02 0.530
H -0.232 -3.016 -3.999 -0.03 0.09 -0.12 0.496
H 0.687 -1.475 2.233 -0.01 -0.15 0.07 -0.803
H -1.410 -3.194 3.611 -0.07 -0.14 0.08 0.375
H -1.673 -1.930 2.404 -0.20 0.01 0.00 0.125
H -1.014 -1.514 3.997 -0.04 0.12 0.15 0.450
H 1.109 -3.774 4.210 -0.04 -0.09 0.06 0.318
H 1.493 -2.068 4.462 -0.01 0.07 0.12 0.445
H 2.382 -3.001 3.256 0.10 -0.03 0.06 0.339
H 2.944 -4.031 0.608 -0.07 -0.07 -0.01 0.408
H 5.252 -4.523 1.247 0.03 -0.05 0.01 0.423
H 6.877 -2.762 1.746 0.04 -0.03 0.01 0.375
H 7.322 -0.130 1.913 0.09 0.02 0.03 0.349
H 6.370 2.117 1.711 0.05 0.02 0.02 0.446
H 4.054 2.497 1.043 -0.05 0.16 -0.04 0.441
O -0.104 0.627 -3.480 0.25 -0.10 -0.26 -0.016
C 0.450 0.063 -2.681 0.29 -0.12 -0.83 0.055
F -0.968 2.396 -1.065 -0.56 3.70 -0.64 -0.911
Sb -2.899 2.918 -1.530 -0.76 3.85 -2.41 1.926
F -2.688 3.593 0.341 -0.02 -0.79 -0.85 -0.629
F -4.159 1.968 -2.800 0.90 0.36 0.99 -0.602
F -4.627 3.805 -1.237 0.65 -0.48 -0.13 -0.538
F -1.885 2.678 -3.280 -0.68 -0.22 1.09 -0.598
F -2.287 4.717 -1.924 -0.38 -0.75 0.08 -0.561
Cl -7.151 3.544 4.543 -0.15 0.12 0.16 -0.262
C -6.016 2.843 3.429 0.06 -0.11 -0.16 0.582
C -6.285 2.884 2.074 -0.05 0.03 0.01 -1.173
C -5.389 2.310 1.188 0.02 -0.05 -0.05 -0.292
C -4.215 1.744 1.661 -0.10 -0.16 -0.04 0.831
C -3.970 1.701 3.029 0.07 -0.02 -0.16 -0.231
C -4.873 2.241 3.923 -0.06 0.04 0.09 -1.080
C -3.134 1.240 0.748 -1.55 0.67 3.81 0.528
O -3.370 1.164 -0.517 -2.25 1.43 -1.31 -0.761
O -2.088 0.874 1.255 -0.59 0.43 2.25 -0.826
H -7.170 3.385 1.715 -0.10 -0.04 -0.03 0.419
H -5.596 2.348 0.131 0.07 0.03 -0.11 0.433
H -3.053 1.250 3.369 0.10 -0.04 0.09 0.536
H -4.701 2.219 4.988 0.07 -0.04 0.06 0.404